Record 1
Entry from the OMol25 dataset: a 2-piece molecular cluster, C16H23FO4S overall in a non-equilibrium geometry (the ωB97M-V functional and the def2-TZVPD basis).

Structure (XYZ):
```
45
Properties=species:S:1:pos:R:3
C 0.044 -2.182 3.379
C -0.780 -0.947 3.777
C -1.472 -1.145 5.144
C 0.009 0.376 3.808
C 1.146 0.526 2.780
C 2.505 0.397 3.481
C 1.090 1.905 2.114
O 0.643 1.753 0.761
C 1.065 2.746 -0.068
O 2.471 2.714 -0.292
C 2.601 1.728 -1.244
O 3.312 0.743 -1.201
O 1.700 2.050 -2.228
C 0.540 2.519 -1.516
S -0.751 1.272 -1.583
H 0.049 -2.911 4.179
H -0.432 -2.682 2.546
H 1.078 -1.976 3.144
H -1.587 -0.827 3.066
H -2.536 -1.302 5.035
H -1.038 -1.972 5.689
H -1.333 -0.276 5.777
H -0.711 1.178 3.702
H 0.426 0.492 4.803
H 1.085 -0.224 2.006
H 3.291 0.870 2.905
H 2.793 -0.636 3.634
H 2.478 0.908 4.435
H 2.052 2.398 2.145
H 0.392 2.559 2.631
H 0.808 3.746 0.261
H 0.229 3.483 -1.887
H -1.111 1.402 -2.861
F -2.582 0.544 -4.274
C -2.122 -0.516 -4.986
C -2.600 -0.709 -6.265
C -2.128 -1.789 -6.995
C -1.197 -2.655 -6.438
C -0.734 -2.440 -5.148
C -1.194 -1.360 -4.410
H -3.329 -0.024 -6.676
H -2.487 -1.953 -8.001
H -0.834 -3.497 -7.011
H -0.011 -3.115 -4.712
H -0.838 -1.171 -3.406
```

Output
SMILES: CC(C)C[C@H](C)CO[C@H]1OC(=O)O[C@H]1S.Fc1ccccc1
E, a.u.: -1422.44766
2S+1: 1


Record 2
Entry from the OMol25 dataset: C16H23GaN6O7 as an isolated structure (the ωB97M-V functional and the def2-TZVPD basis).

Structure (XYZ):
```
53
Properties=species:S:1:pos:R:3
Ga 1.144 -2.208 -1.058
O 6.061 0.854 -2.244
C 4.930 0.222 -1.976
C 3.661 0.800 -2.202
C 2.567 0.048 -1.856
N 2.731 -1.152 -1.316
C 3.902 -1.764 -1.183
C 5.058 -1.097 -1.489
C 3.699 -3.224 -0.787
O 4.603 -3.957 -0.536
O 2.399 -3.568 -0.762
C 1.079 0.333 -2.033
O 0.632 1.424 -2.233
O 0.319 -0.772 -1.902
H 5.918 1.740 -2.604
H 3.549 1.776 -2.653
H 6.030 -1.560 -1.396
O -3.248 -1.216 -0.390
N -2.192 -0.890 -0.533
C -4.577 3.627 1.779
C -3.527 4.558 1.182
C -2.388 4.823 2.161
C -3.034 4.058 -0.174
N -2.300 2.773 -0.072
C -1.045 2.530 0.354
N -0.841 1.230 0.370
N -2.007 0.752 -0.014
N -2.899 1.627 -0.303
H -4.928 4.019 2.732
H -4.167 2.632 1.975
H -5.443 3.517 1.125
H -4.004 5.512 0.940
H -1.977 3.892 2.564
H -2.753 5.393 3.013
H -1.580 5.405 1.710
H -2.345 4.757 -0.646
H -3.861 3.854 -0.851
H -0.326 3.293 0.598
C 1.322 -3.512 2.379
C 0.313 -2.545 1.818
O 0.000 -2.767 0.386
C -0.750 -3.991 0.072
C -0.597 -4.249 -1.407
H 1.553 -3.190 3.395
H 2.247 -3.525 1.805
H 0.939 -4.529 2.438
H 0.661 -1.513 1.855
H -0.647 -2.605 2.332
H -1.787 -3.804 0.350
H -0.352 -4.802 0.676
H -0.932 -3.387 -2.003
H -1.232 -5.079 -1.720
H 0.426 -4.544 -1.662
```

Output
Total charge: +2
E, a.u.: -3402.88536
2S+1: 1
ΔE to the lowest compared entry with this formula, charge and spin, eV: 2.240


Record 3
Entry from the OMol25 dataset: C16H23IrO2 as an isolated structure in a non-equilibrium geometry (the ωB97M-V functional and the def2-TZVPD basis).

Structure (XYZ):
```
42
Properties=species:S:1:pos:R:3
Ir 0.578 0.770 0.333
C 2.314 2.772 -1.393
C 2.839 1.473 -1.261
C 1.778 0.508 -1.379
H 3.887 1.207 -1.173
C 0.525 1.293 -1.635
C 0.927 2.692 -1.600
H 0.242 3.521 -1.770
H 2.908 3.686 -1.444
H 1.876 -0.539 -1.668
H -0.317 0.865 -2.181
C 0.572 1.619 2.367
C 0.156 2.609 1.421
C -1.067 2.144 0.801
H 0.670 3.545 1.210
C -1.430 0.903 1.423
C -0.374 0.533 2.321
H -0.312 -0.392 2.877
H 1.439 1.682 3.017
H -1.626 2.654 0.015
H -2.345 0.342 1.243
O -0.477 -0.927 -0.250
C -2.194 -2.068 -0.850
C -1.104 -3.037 -0.559
C -2.372 -1.343 -2.118
C -3.278 -2.002 0.154
C -0.066 -2.224 0.190
H -0.668 -3.416 -1.487
H -1.416 -3.907 0.022
H -0.145 -2.296 1.298
H 0.956 -2.441 -0.156
H -3.039 -1.854 -2.834
H -1.419 -1.140 -2.617
H -2.846 -0.377 -1.891
H -4.102 -2.720 -0.046
H -3.717 -0.993 0.168
H -2.867 -2.229 1.153
C 3.151 -0.152 1.689
O 1.993 -0.550 0.990
H 3.457 -1.040 2.269
H 2.964 0.702 2.371
H 3.953 0.126 0.981
```

Output
Total charge: -2
E, a.u.: -877.90641
2S+1: 5


Record 4
Entry from the OMol25 dataset: an isolated molecule of C16H23N3O (the ωB97M-V functional and the def2-TZVPD basis).

Structure (XYZ):
```
43
Properties=species:S:1:pos:R:3
C 4.628 1.048 0.837
H 4.611 0.876 -0.236
H 4.624 2.119 1.018
H 5.546 0.626 1.237
C 3.426 0.405 1.523
N 2.191 1.092 1.197
C 1.815 1.081 -0.200
H 2.479 1.760 -0.743
C 1.829 -0.276 -0.926
O 1.156 -0.096 -2.155
H 1.129 -0.936 -2.624
H 1.323 -1.036 -0.318
H 2.862 -0.608 -1.104
H 0.801 1.477 -0.286
C 1.105 0.846 2.134
C 0.558 -0.549 2.156
C -0.524 -1.070 1.455
N -0.541 -2.398 1.734
N 0.429 -2.762 2.569
C 1.106 -1.659 2.823
H 1.956 -1.685 3.476
H -1.220 -3.074 1.422
C -1.473 -0.465 0.530
C -1.771 -1.103 -0.671
C -2.635 -0.544 -1.597
C -3.236 0.687 -1.315
C -2.956 1.311 -0.107
C -2.087 0.751 0.809
H -1.901 1.246 1.751
H -3.427 2.256 0.121
C -4.169 1.324 -2.297
H -5.022 0.676 -2.497
H -3.660 1.503 -3.245
H -4.538 2.274 -1.918
C -2.912 -1.248 -2.889
H -3.980 -1.426 -3.011
H -2.395 -2.204 -2.929
H -2.579 -0.640 -3.730
H -1.296 -2.049 -0.899
H 0.311 1.553 1.886
H 1.483 1.094 3.132
H 3.393 -0.670 1.281
H 3.559 0.493 2.605
```

Output
SMILES: CCN(CCO)Cc1cn[nH]c1-c1ccc(C)c(C)c1
E, a.u.: -862.97346
2S+1: 1
ΔE to the lowest compared entry with this formula, charge and spin, eV: 2.115